(one)
Computed, not measured: C2H3Cl3N2 as an isolated structure, with the ωB97M-V functional and the def2-TZVPD basis.

Values from the calculation:
HOMO level	-0.3290	Ha
total charge	0
lowest unoccupied orbital energy	-0.46	eV
multiplicity	1

CARTESIAN COORDINATES (ANGSTROEM)
1 C -2.4842 0.2080 -0.5324
2 C 0.3198 -0.2629 0.7652
3 N -3.4419 0.5699 -1.1256
4 N -1.4225 0.2357 0.1029
5 Cl 0.3474 -1.9890 0.9056
6 Cl 1.6132 0.3613 -0.1711
7 Cl 5.3602 0.4597 -0.4527
8 H -0.1081 0.2663 1.6219
9 H -4.4898 0.3370 -0.9815
10 H 4.3058 -0.1859 -0.1322

(two)
Computed, not measured: a 2-piece molecular cluster, C2H3Cl3N2 overall, with the ωB97M-V functional and the def2-TZVPD basis.

Values from the calculation:
HOMO level	-0.3679	Ha
total charge	0
lowest unoccupied orbital energy	0.45	eV
multiplicity	1

CARTESIAN COORDINATES (ANGSTROEM)
1 N 1.9319 -1.0582 -2.7032
2 C 1.2833 -0.5039 -1.8659
3 N 0.8198 -0.2129 -0.7540
4 C -0.0464 0.3590 0.2892
5 Cl 0.0373 2.1347 0.3151
6 Cl -1.7839 -0.3801 0.3059
7 H 2.6050 -0.7908 -3.3833
8 H 0.2769 -0.1767 1.2764
9 Cl -1.8361 2.6554 3.5186
10 H -2.5129 1.8013 2.8616

From most stable to least stable, the computed energies give (two), (one).